(1)
{
  "formula": "C51H54F5N3O5PRbSSi",
  "method": "ωB97M-V/def2-TZVPD",
  "elements": ["Rb", "S", "P", "Si", "F", "F", "F", "F", "F", "O", "O", "O", "O", "O", "N", "N", "N", "C", "C", "C", "C", "C", "C", "C", "C", "C", "C", "C", "C", "C", "C", "C", "C", "C", "C", "C", "C", "C", "C", "C", "C", "C", "C", "C", "C", "C", "C", "C", "C", "C", "C", "C", "C", "C", "C", "C", "C", "C", "C", "C", "C", "C", "C", "C", "C", "C", "C", "C", "H", "H", "H", "H", "H", "H", "H", "H", "H", "H", "H", "H", "H", "H", "H", "H", "H", "H", "H", "H", "H", "H", "H", "H", "H", "H", "H", "H", "H", "H", "H", "H", "H", "H", "H", "H", "H", "H", "H", "H", "H", "H", "H", "H", "H", "H", "H", "H", "H", "H", "H", "H", "H", "H"],
  "positions_angstrom": [[16.24688, 14.30712, 13.32599], [18.30075, 13.45217, 16.75170], [10.57010, 11.83095, 17.41703], [14.14802, 17.56736, 14.86963], [17.64480, 9.23839, 12.78602], [15.74374, 12.28754, 15.76455], [20.39172, 11.67461, 15.58884], [15.38350, 10.83160, 13.66830], [20.01271, 9.52262, 13.98115], [14.34108, 16.06913, 14.30096], [16.03759, 13.79790, 7.46005], [15.94295, 15.70759, 10.76701], [16.17857, 13.54119, 8.66044], [13.25895, 14.47904, 12.63848], [14.31813, 15.89512, 9.20842], [12.25390, 15.04288, 10.11816], [12.20882, 16.01889, 8.00402], [8.96997, 11.18648, 18.11033], [19.14704, 11.35598, 15.19582], [16.67101, 10.90384, 14.18099], [12.31308, 9.11574, 14.79018], [11.41679, 12.24455, 18.91025], [16.76394, 16.92339, 15.96306], [8.25733, 13.55436, 18.76971], [12.36827, 17.97795, 15.28446], [12.81278, 14.00218, 17.63806], [10.07209, 9.96393, 14.85277], [13.08569, 13.56734, 20.04815], [10.28094, 14.52575, 8.73077], [8.54938, 9.87881, 17.88044], [12.87891, 15.64619, 9.08456], [8.16529, 12.07555, 18.79164], [10.50519, 19.35995, 16.09502], [10.85154, 14.67618, 10.19068], [11.47608, 16.92092, 15.16528], [7.33467, 9.43331, 18.46215], [18.08805, 12.21829, 15.71349], [14.54503, 18.86784, 13.60292], [13.58623, 8.98953, 15.26818], [7.00962, 11.60185, 19.47439], [15.52826, 17.83389, 16.15830], [15.91671, 19.38663, 16.32403], [12.83018, 12.90693, 21.25764], [10.81679, 15.62979, 7.75712], [13.55251, 19.65430, 13.13927], [15.08665, 20.39714, 11.30199], [15.84186, 18.80001, 12.98785], [11.68554, 10.61440, 16.64149], [6.58379, 10.31272, 19.22826], [11.95687, 11.80468, 21.22903], [12.92326, 16.72595, 6.85473], [11.85319, 19.19122, 15.78701], [10.11995, 17.02524, 15.53402], [17.74406, 10.11784, 13.79367], [16.84374, 11.75557, 15.20506], [14.02320, 17.61677, 7.39622], [12.41522, 13.26188, 18.90969], [9.61878, 18.28618, 15.96926], [15.99509, 19.43758, 11.69568], [13.83119, 20.48505, 11.93011], [11.17446, 11.54200, 20.08039], [14.03828, 9.74656, 16.37012], [14.97927, 16.77338, 8.21169], [13.03691, 10.45779, 17.06302], [11.32892, 9.97702, 15.40835], [19.00337, 10.34577, 14.30501], [15.06474, 15.22719, 10.17607], [15.00479, 17.38410, 17.50455], [10.27258, 16.55079, 7.79733], [11.83342, 11.08677, 22.06891], [13.20363, 21.26249, 11.52697], [8.97194, 13.84122, 19.56445], [13.79016, 14.41564, 20.06823], [10.61616, 13.64940, 8.28306], [12.10696, 8.75544, 13.82570], [15.83387, 17.41180, 18.27683], [9.19958, 14.43025, 8.82826], [15.70437, 17.43048, 8.77195], [15.04490, 9.63116, 16.70558], [12.19052, 17.19751, 6.25816], [10.73606, 13.79969, 10.69757], [14.59633, 18.00707, 6.56017], [16.64046, 18.11225, 13.30219], [17.20309, 16.91737, 14.94240], [7.29827, 14.12310, 19.02007], [9.24064, 10.71955, 14.90392], [13.76332, 15.11002, 13.33943], [16.51754, 15.88648, 16.16639], [11.82564, 15.91819, 14.79960], [12.59569, 13.95002, 13.15851], [13.31746, 13.26899, 22.11124], [14.03287, 17.92690, 17.69013], [12.74205, 14.84349, 10.98252], [17.62993, 17.12664, 16.61996], [10.12551, 20.39278, 16.23894], [15.60179, 16.14329, 7.57617], [12.60297, 19.74957, 13.64915], [13.89289, 13.94938, 17.51560], [16.93828, 19.21674, 11.20040], [8.54037, 18.44987, 15.96776], [14.34482, 8.39019, 14.75991], [10.76066, 15.27032, 6.72512], [8.56681, 14.02845, 17.83992], [16.30678, 19.61193, 17.35412], [14.89754, 16.30360, 17.36740], [13.56459, 18.45253, 7.90179], [15.42083, 21.02723, 10.49801], [10.02237, 9.15933, 14.06701], [10.32759, 15.43457, 10.71566], [10.34248, 10.78528, 19.93142], [13.40628, 15.93733, 6.27974], [12.54217, 20.09251, 15.77537], [13.41356, 11.07102, 17.86181], [12.51016, 15.05668, 17.70180], [9.58332, 16.09920, 15.46323], [9.25614, 9.22870, 17.36604], [15.18116, 20.14978, 16.15021], [12.42836, 13.67464, 16.69551], [6.95526, 8.44578, 18.31960], [16.74822, 19.66410, 15.57954], [5.53874, 10.11999, 19.47464], [6.43653, 12.27164, 20.06811]],
  "homo_ha": [-0.0108, -0.0108],
  "lumo_ev": [2.907, 2.914],
  "charge": -2
}

(2)
{
  "formula": "C5H11O2",
  "method": "ωB97M-V/def2-TZVPD",
  "elements": ["O", "O", "C", "C", "C", "C", "C", "H", "H", "H", "H", "H", "H", "H", "H", "H", "H", "H"],
  "positions_angstrom": [[-1.44539, 1.04234, -4.20960], [-1.20053, 2.64671, -2.64718], [-1.29420, 1.45837, -3.03914], [-0.44163, -0.27329, 1.54224], [2.00248, -0.86382, 1.07711], [-1.28700, 0.38488, -1.92594], [0.95326, -0.42365, 2.10845], [-0.78942, 0.75200, 1.63721], [-0.96944, 0.80161, -0.99195], [1.69949, -1.81436, 0.63343], [-1.24122, -0.87742, 1.98596], [-0.62043, -0.46218, -2.11211], [2.99122, -1.01495, 1.50886], [-2.31674, 0.03193, -1.84517], [2.04526, -0.14878, 0.25237], [1.30422, 0.49581, 2.58358], [-0.47761, -0.59982, 0.50493], [1.08769, -1.13539, 2.93695]],
  "homo_ha": -0.1362,
  "lumo_ev": 3.354,
  "charge": -1
}

(3)
{
  "formula": "C5H8N2",
  "method": "ωB97M-V/def2-TZVPD",
  "elements": ["N", "N", "C", "C", "C", "C", "C", "H", "H", "H", "H", "H", "H", "H", "H"],
  "positions_angstrom": [[-2.40194, 0.76080, 0.29301], [0.86056, 0.47658, -1.18904], [1.94807, -0.39387, 0.67728], [-0.23896, 1.06219, -0.91881], [-0.51708, -0.88477, 0.18378], [0.87887, -0.74569, -0.37885], [-1.16273, 0.26360, -0.09034], [-2.73945, 1.50189, -0.30607], [1.47901, 0.19871, 1.46932], [2.70916, 0.23900, 0.20978], [-0.89746, -1.74365, 0.72736], [1.19795, -1.60896, -0.97684], [-0.43790, 2.07555, -1.26686], [-3.11520, 0.06409, 0.45346], [2.43711, -1.26547, 1.11282]],
  "homo_ha": -0.3062,
  "smiles": "C[C@H]1C=C(N)C=N1",
  "lumo_ev": 1.026
}

(4)
{
  "formula": "C6H11NO",
  "method": "ωB97M-V/def2-TZVPD",
  "elements": ["O", "N", "C", "C", "C", "C", "C", "C", "H", "H", "H", "H", "H", "H", "H", "H", "H", "H", "H"],
  "positions_angstrom": [[0.40353, -3.61671, 0.57519], [-0.86906, -1.73404, -0.12411], [1.10418, 0.86096, -1.33760], [-0.21787, 0.24274, -0.90637], [0.34728, -0.82510, 0.52620], [0.02597, -0.17196, 1.84865], [-1.23644, 1.27922, -0.48755], [-0.02421, -2.52101, 0.33349], [-1.03937, -0.22356, 2.08334], [1.41342, -0.85212, 0.30939], [0.90705, 1.54521, -2.17119], [-0.60620, -0.31724, -1.75413], [1.79727, 0.10302, -1.70850], [0.34693, 0.87152, 1.89248], [-0.87408, 1.91535, 0.32245], [0.54346, -0.71917, 2.64441], [-2.17078, 0.80919, -0.18039], [-1.43374, 1.94013, -1.33969], [1.58267, 1.41357, -0.52607]],
  "homo_ha": -0.3321,
  "lumo_ev": 0.655
}

(5)
{
  "formula": "CH2ClNO",
  "method": "ωB97M-V/def2-TZVPD",
  "elements": ["Cl", "O", "N", "C", "H", "H"],
  "positions_angstrom": [[-1.27143, -0.73811, 0.56028], [1.39865, -0.74905, 0.34129], [-0.55763, 0.64331, -0.29912], [2.12549, -0.47571, 1.15263], [-1.42722, 1.11638, -0.60732], [-0.26786, 0.20318, -1.14776]],
  "homo_ha": -0.3753,
  "lumo_ev": 0.602
}

(6)
{
  "formula": "C20H13Br2F6NO2PPdS",
  "method": "ωB97M-V/def2-TZVPD",
  "elements": ["Pd", "Br", "Br", "S", "P", "F", "F", "F", "F", "F", "F", "O", "O", "N", "C", "C", "C", "C", "C", "C", "C", "C", "C", "C", "C", "C", "C", "C", "C", "C", "C", "C", "C", "C", "H", "H", "H", "H", "H", "H", "H", "H", "H", "H", "H", "H", "H"],
  "positions_angstrom": [[-0.16656, -0.21077, 0.05516], [3.86808, 5.81924, -0.08191], [4.95944, 0.32411, -0.11391], [-9.04840, -1.98619, -0.57595], [0.35423, -3.41774, 0.02264], [0.62991, -4.46230, 1.18618], [1.46834, -2.38679, 0.66419], [-0.77460, -4.32703, -0.62471], [0.04673, -2.25208, -1.16900], [1.48204, -4.03879, -0.90754], [-0.76216, -2.64654, 0.94686], [1.92275, 0.22603, 0.00897], [-9.16634, -2.12339, 2.08983], [0.05890, 2.13705, 0.02320], [4.15794, 3.03515, -0.09648], [-0.47839, 4.45916, 0.01410], [-5.56007, -0.38234, 0.76280], [-0.85791, 3.10233, 0.02950], [-2.08048, -0.24383, 0.04538], [-5.09728, -1.62735, -1.24286], [-4.64145, -0.84691, -0.17856], [1.81480, 3.81586, -0.02673], [3.73574, 1.72009, -0.07660], [2.33480, 1.38826, -0.02447], [-6.90477, -0.69583, 0.65517], [-2.30791, 2.75842, 0.05109], [-6.43753, -1.95471, -1.34445], [-9.30288, -2.75384, 1.08768], [-3.24267, -0.55290, -0.06028], [-7.34352, -1.50060, -0.38931], [-9.67545, -4.20416, 1.01299], [3.22894, 4.05857, -0.06554], [0.83626, 4.82145, -0.00958], [1.36500, 2.49169, -0.01010], [-2.55846, 2.11687, -0.79299], [-1.25282, 5.21227, 0.01952], [-5.21224, 0.22886, 1.58514], [-4.38489, -1.99546, -1.96870], [5.21415, 3.25818, -0.13423], [-2.91356, 3.66038, 0.01632], [-2.55077, 2.19196, 0.95010], [-7.60846, -0.33127, 1.38978], [-6.78988, -2.57546, -2.15752], [-10.46302, -4.35162, 0.27438], [-8.79919, -4.75560, 0.66704], [-9.98173, -4.57213, 1.98991], [1.12726, 5.86258, -0.01922]],
  "homo_ha": [-0.3017, -0.3018],
  "spin_multiplicity": 2,
  "s2": 0.7869,
  "lumo_ev": [-1.759, -3.686]
}

Taking the records one at a time from the top gives E values of -4068.45400, -347.63201, -304.80204, -365.08323, -629.43362, -7589.92419 Ha.